1.
Molecular formula: C19H25NO4
Method: DFT, the ωB97M-V functional and the def2-TZVPD basis

Summary:
Multiplicity: 1
Frontier orbital gap, eV: 9.10
E_HOMO, eV: -8.5
Energy relative to the best compared isomer or geometry (same formula, charge and spin), eV: 2.209
Total charge: 0

```
49
C19H25NO4 | OMol25 | the ωB97M-V functional and the def2-TZVPD basis
O -1.64622 -1.23130 -0.18014
O -4.37776 -1.72779 0.07515
O 2.86565 2.37787 0.31701
O 0.21326 0.04209 0.11978
N 2.80209 0.10502 0.02449
C 0.04827 2.42464 0.31783
C 6.78323 -1.13389 -0.18887
C 0.75809 1.30147 0.20882
C -1.19930 -2.40173 0.49743
C -1.83951 -3.63880 -0.12775
C -1.93491 1.11779 -0.31138
C 4.43543 -1.61921 -0.21752
C 2.25355 1.33656 0.19286
C -3.31087 4.17375 -0.32265
C -2.10366 4.96451 0.08028
C -1.93863 3.61916 -0.55828
C -4.34163 -3.05249 -0.38314
C -1.18586 -0.03498 0.34970
C 6.49592 0.20955 -0.01634
C 4.14481 -0.26675 -0.04321
C -1.44916 2.44869 0.26978
C 5.74659 -2.04716 -0.28934
C -3.28199 -3.91969 0.30760
C 5.18717 0.65018 0.05747
H -1.88419 5.05718 1.13297
H 2.13493 -0.65019 -0.07227
H -1.45790 -2.32454 1.56342
H 0.58103 3.35706 0.40593
H -1.34463 -0.01419 1.44820
H 4.96338 1.69495 0.19169
H -3.00462 0.98231 -0.15726
H -1.58062 3.59983 -1.58040
H 5.95955 -3.09745 -0.42432
H 7.80783 -1.46911 -0.24516
H 7.29940 0.92665 0.06212
H -4.17849 -3.07945 -1.47143
H -1.79646 -3.53312 -1.21323
H -1.72853 1.07938 -1.38238
H -3.88557 4.50588 -1.17318
H -5.33344 -3.46380 -0.17525
H 3.62641 -2.33279 -0.29695
H -3.91075 3.72926 0.45689
H -1.83824 2.56341 1.28993
H -3.49336 -1.35681 -0.07395
H -0.10812 -2.46675 0.41194
H -3.50981 -4.96174 0.07526
H -1.84581 5.84113 -0.49331
H -3.37278 -3.78933 1.38787
H -1.22375 -4.49526 0.15326
```

2.
Molecular formula: C19H26As2N3O6S6Tc
Method: DFT, the ωB97M-V functional and the def2-TZVPD basis

Summary:
Multiplicity: 2
Frontier orbital gap (alpha / beta), eV: 4.65 / 3.48
E_HOMO (alpha / beta), eV: -3.8 / -2.9
Total charge: -1

```
63
C19H26As2N3O6S6Tc | OMol25 | the ωB97M-V functional and the def2-TZVPD basis
Tc -0.39176 -1.26143 -0.48221
As 0.88069 -3.63707 4.22609
As 1.71035 -4.15232 -1.08319
S -0.41504 -2.00027 3.09735
S 1.24877 -5.23128 2.86827
S 2.65987 -2.68152 4.84634
S -0.35401 -3.64768 -1.18683
S -1.87288 2.68264 4.73160
S 0.76331 -1.82337 1.46055
O -1.49466 1.71470 5.71251
O -0.87752 0.69996 0.25692
O -1.36611 -0.63082 -2.15404
O 1.10423 -0.95464 -1.80413
O -2.36741 3.96655 5.15801
O -2.13378 -1.00949 0.74469
N -0.48467 -0.18123 -3.03339
N 0.76905 -0.37494 -2.90722
N -3.15223 2.05267 3.87099
C 3.08350 -3.46359 0.08432
C 2.67224 3.53375 0.85029
C -2.03350 2.10620 -6.18390
C -0.97661 0.59785 -4.10906
C -3.05273 0.86159 3.02183
C -0.22770 0.80388 -5.26285
C -0.50104 2.95614 3.64358
C 0.47164 4.22227 1.86858
C -2.24138 1.16413 -3.98187
C -2.76270 1.91733 -5.01813
C 1.57702 3.37530 1.86559
C -0.76725 1.54978 -6.29536
C 1.64318 2.34610 2.79989
C -1.91729 0.23127 0.80925
C 0.60585 2.12588 3.69014
C -0.57281 4.01557 2.75146
C -2.88971 1.15397 1.50924
C 2.52967 -3.96929 -2.84555
C 1.71419 -6.06193 -0.74987
H 4.02599 -3.89656 -0.25547
H -2.21845 0.26300 3.39425
H -2.53141 2.17185 1.36146
H -3.72992 2.79749 3.50666
H -3.74435 2.35898 -4.91016
H -2.45219 2.68379 -6.99733
H 0.64717 1.32822 4.42154
H -3.84458 1.03651 0.99303
H -2.79034 1.00873 -3.06592
H 2.66373 -2.90843 -3.04984
H -1.43804 4.66732 2.77096
H 2.50100 1.68889 2.81283
H 0.75991 0.37100 -5.33568
H 1.86989 -4.40369 -3.59396
H 1.47366 -6.18574 0.30660
H 2.85700 -3.78701 1.10232
H 0.42347 5.04397 1.16342
H 2.73602 2.62993 0.23965
H 2.68881 -6.49902 -0.96377
H 0.94357 -6.52806 -1.36025
H 2.48389 4.38188 0.19233
H 3.11133 -2.37850 0.03975
H -0.19255 1.69145 -7.20130
H -3.95685 0.27274 3.17662
H 3.64045 3.67498 1.33346
H 3.49202 -4.48039 -2.85112
```

3.
Molecular formula: C19H26BrN2O11P2S3
Method: DFT, the ωB97M-V functional and the def2-TZVPD basis

Summary:
Multiplicity: 1
Frontier orbital gap, eV: 6.49
E_HOMO, eV: -11.2
Total charge: +1

```
64
C19H26BrN2O11P2S3 | OMol25 | the ωB97M-V functional and the def2-TZVPD basis
Br -1.00575 -2.80598 0.82746
S 2.48341 2.26711 1.43000
S -2.04065 -8.74727 1.88726
S -2.60946 3.25097 -3.58523
P -1.19710 -1.70191 2.78842
P 0.13005 4.33578 1.08820
O -2.93448 2.34893 -4.62091
O -1.94124 2.82450 -2.40012
O -3.33871 -7.88178 2.28596
O -1.13069 -7.52243 1.36959
O -3.93182 4.05080 -3.16527
O -1.79496 4.48774 -4.19403
O -2.37407 -9.56919 0.78561
O 4.46869 -0.47711 1.99843
O -0.84723 4.59898 -0.20531
O -2.79766 -1.76926 3.14157
O -1.45629 -9.26134 3.06970
N -0.22646 2.60234 1.54956
N 4.68203 -1.41707 -0.04827
C 3.89090 -0.90201 1.00733
C -1.91553 -6.33178 1.28672
C 3.11363 -1.47450 -1.99616
C 0.80024 1.74473 1.69983
C -2.98977 -6.49742 2.34149
C 4.25945 -1.01665 -1.36771
C 0.53219 0.41472 2.08864
C 5.06034 -0.14460 -2.08952
C 4.73038 0.24337 -3.36730
C -2.65175 5.63474 -4.30053
C 1.71110 -0.53855 2.29554
C -3.66459 5.46058 -3.19015
C -0.78766 0.03925 2.28498
C 2.76307 -1.07966 -3.26830
C 2.36791 -0.91915 0.95134
C -0.57784 5.34446 2.47004
C 3.57897 -0.22418 -3.98190
C -1.50594 2.22780 1.73860
C -1.83254 0.96833 2.11321
H -1.60331 5.62669 2.19177
H -3.12731 5.61574 -5.28263
H 2.06897 -1.95379 0.72549
H -0.56709 4.73483 3.38139
H 0.06219 6.22487 2.56809
H -0.80114 3.82052 -0.79198
H 1.85770 -1.46950 -3.72774
H -3.86162 -5.87621 2.15172
H -2.86301 0.67118 2.28375
H 3.11869 1.82763 2.54331
H 5.99498 0.23081 -1.66804
H -3.31881 -1.35222 2.43385
H -2.28570 2.97275 1.58248
H 5.59033 -0.98014 0.09549
H 2.00097 -0.29093 0.13088
H 3.35996 0.08968 -4.99885
H -3.24544 5.74415 -2.22162
H 2.38678 -0.06073 3.01050
H -2.07564 6.55038 -4.19614
H 2.45541 -2.16337 -1.46728
H -4.57916 6.02008 -3.36575
H 1.28080 -1.43517 2.75889
H 5.37649 0.90495 -3.94254
H -2.34902 -6.27624 0.28461
H -2.60193 -6.28373 3.34088
H -1.29422 -5.45549 1.46070
```

4.
Molecular formula: C19H26ClNO3S
Method: DFT, the ωB97M-V functional and the def2-TZVPD basis

Summary:
Multiplicity: 1
Frontier orbital gap, eV: 9.16
E_HOMO, eV: -8.5
Energy relative to the best compared isomer or geometry (same formula, charge and spin), eV: 0.228
Total charge: 0

```
51
C19H26ClNO3S | OMol25 | the ωB97M-V functional and the def2-TZVPD basis
Cl -6.40077 -1.14224 -0.87187
S 2.94852 -3.14991 0.54999
O 0.77734 2.14215 -1.70334
O 2.55798 0.38246 0.52897
O 0.17622 2.94305 0.30402
N 0.86877 -0.72644 -0.44451
C -4.93192 -1.58642 1.34793
C -0.09211 -0.06798 0.40659
C 2.31123 3.56846 1.24924
C 1.20724 3.93671 0.27061
C -2.97624 -0.30159 1.89665
C -4.17843 0.17765 -0.11449
C -1.16490 -1.21299 -1.71416
C 4.25492 -2.30166 1.47775
C 2.16847 -0.39589 -0.32914
C 0.10901 2.08297 -0.70281
C 3.30601 -2.54581 -1.13659
C -3.10296 0.43964 0.72551
C -3.87877 -1.30504 2.20086
C -2.09798 1.49960 0.37756
C -1.30504 0.30441 -1.75996
C 3.16769 -1.03126 -1.28651
C -0.89683 0.95634 -0.42577
C 0.29608 -1.58992 -1.45643
C -5.07540 -0.83013 0.19715
H 0.85872 -1.47521 -2.38602
H 1.93046 3.57225 2.26752
H -5.63766 -2.36888 1.57647
H 2.68503 2.57263 1.02135
H 1.59687 4.00133 -0.74967
H 4.21350 -2.68643 2.49134
H 4.12433 -0.55322 -1.06554
H -4.33357 0.76339 -1.00733
H -0.64830 0.69181 -2.54336
H 0.36201 -2.63575 -1.13032
H -2.32720 0.57525 -2.01699
H -1.71720 1.95410 1.29261
H -0.75902 -0.81682 0.83816
H 0.72649 4.87985 0.54469
H 2.60475 -3.08687 -1.76900
H 4.31755 -2.86543 -1.39115
H -2.57717 2.27997 -0.21680
H -1.81591 -1.62596 -0.94207
H -1.47498 -1.64245 -2.66750
H -3.76491 -1.87371 3.11132
H 3.12429 4.28417 1.17062
H -2.17231 -0.08123 2.58308
H 4.06494 -1.23250 1.47694
H 0.45288 0.43400 1.20862
H 2.90023 -0.77837 -2.31487
H 5.21801 -2.53207 1.03066
```

Which F_max belongs to each record? In order, 0.0142, 0.0398, 0.0499, 0.0124 hartree/bohr.
Which total energy belongs to each record? In order, -1094.6932, -8296.8064, -6127.8260, -1878.5035 Eh.